{
  "formula": "C33H41BaN13O3PS4",
  "method": "ωB97M-V with the def2-TZVPD basis set",
  "charge": 1,
  "orbital_gap_ev": 7.09,
  "e_homo_ev": -9.42,
  "energy_ha": -4179.1401,
  "de_lowest_ev": 0.161,
  "mol_weight_g_mol": 964.3,
  "elements": ["Ba", "C", "N", "C", "C", "N", "C", "P", "C", "N", "C", "C", "N", "C", "C", "N", "C", "C", "N", "C", "H", "H", "H", "H", "H", "H", "H", "H", "H", "H", "H", "H", "H", "H", "H", "N", "N", "C", "N", "N", "N", "O", "O", "H", "H", "H", "H", "H", "S", "C", "N", "C", "C", "N", "C", "C", "C", "C", "C", "C", "C", "C", "S", "C", "C", "C", "C", "C", "C", "C", "H", "H", "H", "H", "H", "H", "H", "H", "H", "H", "H", "H", "H", "H", "H", "H", "H", "H", "C", "O", "C", "S", "S", "H", "H", "H"],
  "positions_angstrom": [[-0.8802, -0.2480, 0.6413], [-4.5453, -3.1967, 4.3361], [-3.5499, -3.1364, 3.2814], [-2.4955, -3.9928, 3.1450], [-1.7943, -3.5749, 2.0500], [-2.4021, -2.4745, 1.5255], [-3.4485, -2.2158, 2.2872], [-4.7221, -0.9353, 2.0099], [-4.6249, -0.6536, 0.2109], [-3.5869, -0.2096, -0.4810], [-3.9842, -0.1779, -1.7834], [-5.2791, -0.5976, -1.8793], [-5.6802, -0.8985, -0.6096], [-7.0103, -1.3686, -0.2643], [-3.9808, 0.5979, 2.6582], [-2.8366, 1.1639, 2.3057], [-2.7020, 2.2755, 3.0830], [-3.7793, 2.3868, 3.9108], [-4.5863, 1.3185, 3.6402], [-5.8526, 1.0681, 4.3081], [-4.3428, -4.0795, 4.9367], [-5.5436, -3.2727, 3.9083], [-4.4771, -2.3169, 4.9753], [-2.3399, -4.8048, 3.8325], [-0.9018, -3.9992, 1.6235], [-3.3254, 0.1114, -2.5848], [-5.9358, -0.7147, -2.7228], [-7.2310, -2.2670, -0.8374], [-7.7414, -0.5921, -0.4841], [-7.0412, -1.6014, 0.7962], [-1.8167, 2.8869, 3.0412], [-4.0354, 3.1048, 4.6692], [-5.6892, 1.0479, 5.3840], [-6.2430, 0.1091, 3.9808], [-6.5628, 1.8525, 4.0517], [-2.7072, 3.0985, -0.3802], [-1.5946, 3.9188, -0.2049], [-0.3125, 3.5025, -0.2329], [0.6390, 4.4103, -0.0205], [-0.1553, 2.1927, -0.4535], [1.1475, 1.7580, -0.5035], [1.2159, 0.5363, -0.4272], [2.1194, 2.4651, -0.6419], [-2.7788, 2.4286, 0.3810], [-2.6369, 2.6089, -1.2644], [-1.7930, 4.8983, -0.0931], [0.3842, 5.3216, 0.3164], [1.6039, 4.1213, -0.0188], [0.3798, -2.8037, -1.0816], [1.4740, -1.8733, -1.9142], [2.7745, -1.8522, -1.6756], [3.7000, -1.2295, -2.6188], [3.1750, -1.4689, -4.0133], [1.8394, -0.8903, -4.1117], [1.5603, -0.0928, -5.3122], [2.4318, 1.1372, -5.3587], [3.2544, 1.3791, -6.4491], [4.0743, 2.5004, -6.4786], [4.0796, 3.3780, -5.4087], [3.2614, 3.1399, -4.3113], [2.4383, 2.0293, -4.2865], [1.0002, -0.9522, -3.0836], [-0.4230, -0.1140, -2.9545], [3.3685, -2.5656, -0.5285], [4.4976, -1.8074, 0.1104], [4.2435, -0.6756, 0.8811], [5.2862, 0.0083, 1.4816], [6.5935, -0.4347, 1.3246], [6.8533, -1.5681, 0.5728], [5.8066, -2.2521, -0.0303], [4.6724, -1.7004, -2.4859], [3.8082, -0.1641, -2.3964], [3.1344, -2.5368, -4.2495], [3.8033, -0.9706, -4.7500], [0.5016, 0.1530, -5.2867], [1.7517, -0.7292, -6.1795], [3.2539, 0.6872, -7.2830], [4.7107, 2.6795, -7.3340], [4.7231, 4.2473, -5.4267], [3.2690, 3.8260, -3.4748], [1.7924, 1.8402, -3.4375], [3.7120, -3.5388, -0.8941], [2.5595, -2.7495, 0.1761], [3.2264, -0.3315, 1.0279], [5.0722, 0.8794, 2.0858], [7.4066, 0.0976, 1.7996], [7.8674, -1.9262, 0.4582], [6.0107, -3.1452, -0.6103], [2.1336, -0.5716, 5.6652], [1.8731, 0.5245, 4.7782], [1.0642, 0.3759, 3.7419], [0.9242, 1.7953, 2.8013], [0.2890, -1.1254, 3.4714], [2.8495, -0.1754, 6.3797], [2.5470, -1.4116, 5.1092], [1.2116, -0.8768, 6.1583]]
}